Formula: C81H171N9O9
Source: the OMol25 dataset
Level of theory: wB97M-V/def2-TZVPD

The calculation puts the total energy at -4358.214634 hartree. The SMILES is CC1(C)CCCC(C)(C)N1O.CC1(C)CCCC(C)(C)N1O.CC1(C)CCCC(C)(C)N1O.CC1(C)CCCC(C)(C)N1O.CC1(C)CCCC(C)(C)N1O.CC1(C)CCCC(C)(C)N1O.CC1(C)CCCC(C)(C)N1O.CC1(C)CCCC(C)(C)N1O.CC1(C)CCCC(C)(C)N1O. The calculation puts the orbital gap at 0.3043 Ha. The calculation puts the relative energy (zero: lowest compared OMol25 entry of this formula, charge and spin) at 7.378 eV.

Structure (XYZ):
```
270
Properties=species:S:1:pos:R:3:forces:R:3:lowdin_charge:R:1
C -7.3175 -0.7245 -2.3963 -1.0 -0.8 0.3 -0.032
C -7.5681 0.3134 -3.4982 -0.2 1.0 0.5 -0.485
C -9.0859 0.6968 -3.8014 1.1 -1.4 0.2 -0.010
C -6.8924 1.6011 -3.0298 1.2 1.0 -0.6 -0.139
C -5.3661 1.6579 -3.2110 -0.1 -0.7 0.8 -0.179
C -4.9755 1.2938 -4.6259 -0.6 1.4 0.2 -0.167
C -5.5280 0.0054 -5.1223 -0.4 -2.8 -1.0 -0.440
C -5.3495 0.0136 -6.7242 -1.6 0.2 1.5 -0.013
C -4.7105 -1.1650 -4.5348 0.0 -0.4 0.2 -0.040
N -7.0129 -0.1813 -4.7579 1.1 2.1 -1.1 -0.106
O -7.6138 -1.4003 -5.1025 0.7 0.4 -0.3 -0.011
H -7.9728 -0.6196 -1.5316 0.1 0.5 0.2 0.083
H -7.5787 -1.7367 -2.7051 -0.1 -0.2 -0.2 0.072
H -6.2810 -0.8104 -2.0702 0.0 0.5 0.0 0.069
H -9.1317 1.1860 -4.7744 0.2 -0.2 0.0 0.083
H -9.5511 -0.2872 -3.8595 -0.7 0.3 -0.1 0.070
H -9.5979 1.3597 -3.1039 0.3 -0.3 0.5 0.076
H -7.2741 2.4591 -3.5833 -0.3 0.0 -0.3 0.116
H -7.0945 1.8517 -1.9884 -0.4 -0.5 0.1 0.122
H -4.9859 2.6215 -2.8719 -0.1 0.3 -0.5 0.114
H -4.8759 0.9991 -2.4943 0.0 -0.5 0.1 0.089
H -3.8951 1.2938 -4.7708 0.0 0.0 0.0 0.107
H -5.4034 2.0636 -5.2681 0.1 0.3 -0.2 0.124
H -5.7239 -0.8949 -7.1959 0.6 -0.4 0.2 0.072
H -4.3538 0.3253 -7.0397 0.0 -0.3 0.1 0.079
H -6.0768 0.7387 -7.0893 0.2 0.4 0.0 0.073
H -5.0883 -2.1401 -4.8423 -0.2 0.0 -0.3 0.076
H -4.7270 -1.1895 -3.4452 -0.1 0.2 0.1 0.059
H -3.6544 -1.1576 -4.8044 0.0 0.3 -0.3 0.076
H -7.4200 -1.9632 -4.3494 0.1 -0.7 0.0 0.058
C -2.1137 6.0597 -1.1753 -1.1 0.4 1.1 -0.045
C -0.7156 5.8074 -0.5896 -1.4 -0.2 0.6 -0.482
C 0.2043 5.9483 -1.8014 0.7 -1.0 1.0 -0.035
C -0.3719 6.8947 0.4463 -0.7 0.4 0.2 -0.127
C -1.0683 6.7963 1.8227 0.8 -1.4 0.5 -0.159
C -0.7860 5.3910 2.4856 0.3 1.8 -2.2 -0.102
C -1.2498 4.2872 1.5011 0.2 -2.0 0.1 -0.489
C -0.7263 2.9204 2.0147 1.5 0.1 -0.3 -0.043
C -2.7342 4.1832 1.4644 -1.4 0.7 -0.4 -0.049
N -0.7114 4.4484 0.0969 2.4 2.7 0.4 -0.075
O -0.9390 3.4295 -0.8416 -1.0 0.2 0.6 -0.038
H -2.5632 5.2024 -1.6762 0.4 0.0 -0.3 0.084
H -2.8010 6.2527 -0.3516 -0.1 0.1 0.1 0.060
H -2.1840 6.9661 -1.7766 0.3 -0.2 -0.3 0.088
H -0.2574 5.2877 -2.5352 0.6 0.3 -0.6 0.084
H 0.3494 6.9863 -2.1006 -0.8 0.0 -0.3 0.095
H 1.2301 5.6683 -1.5617 0.1 -0.6 0.0 0.059
H 0.7138 6.9851 0.4813 0.1 -0.2 0.6 0.103
H -0.7080 7.8488 0.0404 0.0 0.1 -0.4 0.115
H -0.6966 7.5361 2.5315 0.1 0.3 -0.2 0.104
H -2.1446 6.9591 1.7665 0.0 0.0 -0.3 0.094
H -1.2291 5.4241 3.4809 -0.3 -0.8 -0.2 0.123
H 0.2993 5.3811 2.5862 0.1 -0.4 0.2 0.097
H -0.7409 2.7597 3.0926 -0.8 0.2 0.1 0.084
H 0.3501 2.9080 1.8436 0.4 0.1 -0.3 0.065
H -1.0850 2.0333 1.4927 -0.5 0.2 0.0 0.076
H -3.1585 5.1788 1.3345 -0.3 0.0 0.3 0.061
H -3.1491 3.7076 2.3531 0.0 0.1 0.0 0.091
H -3.0607 3.6539 0.5693 0.1 -0.4 0.1 0.087
H -0.1432 2.8938 -0.8071 0.2 -0.6 0.1 0.052
C -4.0566 -2.0339 0.6980 -0.6 0.6 -1.1 -0.019
C -5.0852 -1.5772 1.8027 0.8 0.0 1.1 -0.397
C -4.5425 -0.2764 2.5431 -0.6 -0.6 -0.8 -0.033
C -6.5556 -1.2681 1.3270 0.1 -1.6 -0.1 -0.102
C -7.4536 -2.5123 0.9095 1.3 0.4 0.8 -0.178
C -7.5179 -3.4861 2.0804 1.2 1.7 2.0 -0.129
C -6.0380 -3.8049 2.7080 -0.7 -0.3 -3.7 -0.472
C -6.1927 -4.4634 4.0163 -1.4 -1.2 0.7 -0.060
C -5.3900 -4.8303 1.6509 0.0 0.5 2.3 -0.007
N -5.2035 -2.6094 2.9135 -2.3 1.4 -1.0 -0.121
O -4.0067 -2.9254 3.5669 0.7 -0.3 -0.6 -0.036
H -4.4911 -2.4060 -0.2298 -0.9 -0.8 0.3 0.058
H -3.5485 -1.2299 0.1656 0.3 0.8 0.9 0.055
H -3.2833 -2.7534 0.9672 -0.2 0.1 0.6 0.064
H -3.5256 -0.4514 2.8943 0.0 0.2 0.0 0.073
H -4.6017 0.6095 1.9108 0.5 -0.2 -0.6 0.072
H -5.1911 0.0466 3.3574 0.0 -0.7 0.4 0.075
H -7.0701 -0.8493 2.1919 0.1 0.2 0.1 0.110
H -6.5760 -0.5124 0.5417 0.3 0.0 -0.1 0.096
H -8.4379 -2.1160 0.6599 0.0 -0.2 -0.2 0.103
H -7.0501 -3.1017 0.0863 0.1 0.5 -0.5 0.094
H -8.1812 -4.3332 1.9058 0.7 -0.5 -0.2 0.114
H -7.9986 -2.9822 2.9189 -0.3 0.4 0.1 0.102
H -6.7436 -3.8732 4.7486 0.6 0.6 0.1 0.094
H -5.2767 -4.8852 4.4300 -0.1 0.0 0.0 0.074
H -6.9468 -5.2342 3.8571 0.3 -0.7 0.0 0.089
H -5.9833 -5.7447 1.6453 -0.1 0.0 -0.2 0.079
H -4.4959 -5.0385 2.2386 0.7 -0.5 -0.9 0.054
H -5.1876 -4.4717 0.6417 -0.1 0.1 0.3 0.061
H -4.0913 -2.5443 4.4439 -0.2 0.2 0.1 0.113
C 7.2225 7.5455 -4.1041 -0.8 0.5 -0.1 -0.049
C 6.7115 6.2536 -4.6881 0.3 -1.5 -2.2 -0.458
C 7.0397 6.2774 -6.2730 -1.0 0.9 1.0 -0.022
C 7.5583 5.0625 -4.1859 -0.2 -0.6 -0.1 -0.151
C 6.9768 3.6715 -4.4930 -1.8 1.0 1.1 -0.148
C 5.5791 3.6623 -3.7992 0.6 0.7 -0.1 -0.118
C 4.6338 4.7589 -4.3946 -0.7 -1.3 -0.1 -0.504
C 4.1451 4.3734 -5.8133 0.9 0.3 -0.2 -0.014
C 3.4198 4.7554 -3.4910 -1.9 0.6 -0.1 -0.057
N 5.2524 6.0705 -4.3294 2.9 -0.7 1.1 -0.107
O 4.4325 7.1149 -4.7606 0.0 0.1 -0.6 -0.001
H 7.0418 7.5736 -3.0296 0.3 0.0 0.1 0.087
H 8.2541 7.7750 -4.3712 0.0 -0.3 0.2 0.091
H 6.6335 8.3519 -4.5410 0.0 0.3 0.0 0.077
H 8.0402 6.6596 -6.4758 0.2 -0.1 0.3 0.073
H 6.9354 5.3143 -6.7727 -0.2 0.1 0.1 0.059
H 6.3738 7.0217 -6.7096 -0.2 -0.2 -0.3 0.073
H 8.5069 5.0762 -4.7226 0.3 0.5 0.3 0.115
H 7.7122 5.1251 -3.1086 0.2 0.1 0.1 0.114
H 6.7842 3.5850 -5.5624 0.4 -0.4 0.0 0.088
H 7.6299 2.8907 -4.1034 0.0 0.0 -0.3 0.109
H 5.6118 3.9230 -2.7413 0.7 0.2 0.2 0.086
H 5.1223 2.6764 -3.7137 -0.4 0.0 -0.9 0.113
H 4.9968 4.2729 -6.4860 0.1 -0.1 0.0 0.057
H 3.5738 5.1892 -6.2563 -0.4 -0.1 0.2 0.084
H 3.6201 3.4187 -5.8430 -0.3 0.2 0.2 0.089
H 3.0013 3.7672 -3.3001 0.4 -0.3 0.0 0.071
H 2.5919 5.2628 -3.9863 -0.1 0.1 -0.4 0.078
H 3.4350 5.3136 -2.5550 0.9 -0.2 0.2 0.073
H 4.6536 7.7838 -4.1084 -0.4 0.3 0.1 0.094
C 3.8932 -4.2889 4.9623 -0.8 -1.0 -0.6 -0.043
C 3.9330 -2.7629 5.0087 1.1 0.6 0.1 -0.496
C 4.4565 -2.3732 6.3953 -0.1 1.1 0.1 -0.036
C 4.9499 -2.2633 3.9178 -0.2 0.4 0.8 -0.100
C 4.8351 -0.7748 3.5219 -0.7 0.0 0.2 -0.165
C 3.3824 -0.4449 3.2230 -0.1 0.7 -0.9 -0.164
C 2.3180 -0.7954 4.2435 0.7 -0.2 0.8 -0.430
C 2.3785 0.2489 5.3877 0.6 0.7 0.4 -0.031
C 0.9072 -0.6772 3.5474 0.2 -0.9 0.9 -0.009
N 2.5970 -2.2126 4.7184 -0.1 1.2 -1.9 -0.090
O 1.6493 -2.5425 5.6785 -0.2 -0.4 0.5 -0.024
H 3.8800 -4.7215 3.9619 -0.2 0.5 -0.5 0.065
H 4.7034 -4.8655 5.4086 0.3 0.7 0.5 0.085
H 2.9612 -4.6493 5.3979 0.0 0.1 0.3 0.071
H 4.5224 -1.2860 6.4376 -0.2 0.2 0.2 0.065
H 3.7841 -2.7009 7.1881 0.1 -0.1 0.0 0.084
H 5.4820 -2.6802 6.6007 -0.1 -0.6 -0.1 0.081
H 5.9393 -2.4434 4.3381 0.1 -0.3 -0.2 0.112
H 4.7886 -2.9322 3.0723 0.2 0.3 -0.4 0.108
H 5.1908 -0.0116 4.2140 0.1 -0.6 0.9 0.095
H 5.4412 -0.4869 2.6629 0.0 -0.6 -0.4 0.104
H 3.1197 -0.8694 2.2540 -0.1 -0.3 0.0 0.101
H 3.2912 0.6340 3.0969 0.1 0.2 -0.3 0.104
H 3.3606 0.4990 5.7889 0.7 -0.7 -0.4 0.062
H 1.8506 0.0622 6.3229 -0.7 -0.4 -0.5 0.083
H 2.1319 1.2360 4.9967 -0.7 0.0 -0.1 0.067
H 0.8612 -1.2861 2.6446 0.1 -0.3 0.1 0.058
H 0.5173 0.3016 3.2679 0.9 0.5 0.1 0.067
H 0.1528 -1.0161 4.2574 0.0 -0.4 0.0 0.073
H 1.0733 -3.0675 5.1180 -0.7 -0.4 0.5 0.058
C 5.5110 3.6930 4.8398 1.9 0.0 0.6 -0.050
C 4.7447 4.5437 3.8407 -0.1 0.5 0.6 -0.495
C 3.2757 4.4301 4.1703 -1.6 -1.0 -0.7 -0.044
C 5.2433 6.0277 4.0724 -0.6 0.6 -1.8 -0.095
C 4.8265 6.9606 2.8763 -0.1 -0.4 1.2 -0.195
C 5.2351 6.4394 1.5443 -0.6 -0.9 0.0 -0.172
C 4.7966 4.9757 1.2242 0.7 0.2 0.1 -0.399
C 3.3248 4.9499 0.6445 0.2 -0.4 1.0 -0.008
C 5.7643 4.5213 0.0967 -0.2 -0.1 0.3 -0.050
N 5.1152 4.1066 2.4673 0.2 2.0 -1.2 -0.081
O 4.7539 2.7702 2.1921 -0.3 0.1 0.3 -0.030
H 5.5238 2.6037 4.8028 -0.6 0.0 -0.6 0.071
H 6.5529 3.9940 4.7304 0.3 -0.3 -0.2 0.076
H 5.3647 3.9221 5.8953 -0.8 0.3 -0.1 0.088
H 3.0020 4.3247 5.2201 0.4 0.8 0.2 0.089
H 2.6060 5.1064 3.6391 0.2 0.6 0.3 0.063
H 2.8668 3.4830 3.8182 0.4 -0.5 -0.4 0.066
H 4.8112 6.4857 4.9621 -0.1 -0.5 0.2 0.116
H 6.3243 6.1133 4.1829 0.1 -0.5 -0.1 0.108
H 3.7539 7.1505 2.9179 -0.2 0.0 0.0 0.104
H 5.3377 7.9231 2.8941 -0.2 0.2 0.8 0.109
H 6.3165 6.5761 1.5311 0.1 -0.4 -0.6 0.120
H 4.7490 7.0898 0.8171 0.4 -0.1 -0.4 0.115
H 2.6187 4.5405 1.3669 0.0 -0.1 0.1 0.061
H 3.2194 4.3390 -0.2520 0.3 0.0 0.1 0.040
H 2.9315 5.9365 0.3994 0.3 0.2 0.0 0.065
H 6.7751 4.3846 0.4812 0.0 -0.2 0.2 0.084
H 5.8765 5.2843 -0.6736 -0.4 0.2 -0.1 0.074
H 5.4125 3.6176 -0.4009 0.1 -0.1 0.1 0.063
H 5.6208 2.3625 2.1312 0.0 -0.3 -0.1 0.101
C -0.0718 -0.6136 -3.7624 -0.3 -1.5 -0.2 -0.031
C -0.4931 0.1477 -2.5356 -0.2 1.9 1.1 -0.468
C -1.7518 0.9672 -2.9359 0.2 0.2 -0.2 -0.030
C -0.9519 -0.7138 -1.3597 1.3 -1.7 0.4 -0.124
C 0.2169 -1.3443 -0.5632 0.1 0.5 0.2 -0.144
C 1.3301 -0.3183 -0.0894 -0.9 -1.5 -1.7 -0.090
C 1.7944 0.5567 -1.3191 -0.6 0.6 1.1 -0.465
C 2.5587 1.7762 -0.7259 0.3 -0.6 -0.7 -0.019
C 2.6961 -0.2695 -2.1966 0.8 0.1 -1.0 -0.036
N 0.5809 1.0904 -2.0130 -2.0 -0.8 0.7 -0.096
O 0.7961 2.0205 -3.0580 1.1 -0.1 0.1 -0.017
H 0.6194 -1.4286 -3.5478 0.2 0.1 0.0 0.065
H -0.9818 -1.1126 -4.0955 -0.1 -0.2 -0.3 0.070
H 0.2820 -0.0526 -4.6274 0.1 0.4 0.4 0.096
H -1.6882 1.3443 -3.9566 0.4 0.5 0.1 0.082
H -2.6575 0.3644 -3.0018 0.2 -0.5 0.4 0.056
H -1.9447 1.7559 -2.2087 0.0 0.1 -0.2 0.077
H -1.6120 -0.3026 -0.5960 -0.1 0.9 -0.5 0.108
H -1.5017 -1.5400 -1.8104 -0.3 -0.2 0.0 0.099
H -0.1797 -1.9160 0.2758 -0.2 0.4 0.4 0.087
H 0.6566 -2.1705 -1.1217 0.4 0.3 -0.5 0.077
H 2.1375 -1.0072 0.1587 0.5 0.4 0.1 0.102
H 1.1038 0.2052 0.8395 -0.4 0.4 -0.4 0.091
H 1.8904 2.5739 -0.4018 -0.1 -0.3 0.4 0.065
H 3.2618 2.2441 -1.4150 -0.1 -0.1 -0.5 0.063
H 3.2035 1.3965 0.0667 -0.2 0.2 0.4 0.085
H 2.6863 0.1794 -3.1898 0.2 0.0 -0.2 0.087
H 2.4575 -1.3232 -2.3414 -0.4 0.0 0.3 0.069
H 3.7307 -0.2370 -1.8552 0.0 0.0 0.2 0.088
H 0.4746 2.8278 -2.6500 0.0 0.4 -0.3 0.070
C 1.5159 -7.0923 -3.5461 0.8 -0.5 1.0 -0.045
C 0.6269 -5.8527 -3.2604 -1.0 -1.0 -0.4 -0.434
C 1.4021 -4.8507 -2.4020 0.1 0.9 0.2 -0.033
C 0.2844 -5.2015 -4.6513 0.8 0.8 -0.3 -0.144
C -1.0383 -4.4835 -4.8118 -0.1 0.3 0.9 -0.172
C -2.2072 -5.3632 -4.2811 0.6 0.9 -0.9 -0.123
C -2.0492 -5.7439 -2.8149 1.5 -3.0 0.0 -0.477
C -2.3250 -4.5825 -1.9209 0.0 0.3 0.5 -0.031
C -3.0319 -6.9573 -2.5021 -0.1 2.1 -0.1 -0.020
N -0.6443 -6.3666 -2.6063 -0.8 0.8 -1.9 -0.102
O -0.4740 -6.8306 -1.2796 0.2 0.5 -0.3 -0.035
H 2.2324 -7.2869 -2.7480 -0.1 0.3 0.5 0.069
H 0.9895 -8.0462 -3.5812 -0.5 0.3 -0.5 0.078
H 2.2019 -7.0259 -4.3905 -0.4 0.4 -0.4 0.078
H 1.1930 -4.8738 -1.3325 0.1 -0.7 0.0 0.068
H 2.4726 -4.9309 -2.5910 0.1 -0.2 0.2 0.087
H 1.1916 -3.8046 -2.6243 -0.4 0.1 -0.5 0.049
H 1.0730 -4.4682 -4.8200 0.2 0.5 0.5 0.109
H 0.4835 -5.6993 -5.6004 -0.3 -1.6 0.5 0.112
H -0.9489 -3.5149 -4.3201 -0.4 0.0 0.7 0.080
H -1.0931 -4.1338 -5.8427 -0.6 -0.6 -0.3 0.113
H -2.2828 -6.2106 -4.9626 0.1 -0.4 0.3 0.119
H -3.1578 -4.8365 -4.3647 -0.1 0.1 -0.1 0.111
H -1.5370 -3.8410 -2.0525 0.0 0.1 0.2 0.074
H -2.3698 -4.9259 -0.8873 0.2 0.2 0.1 0.073
H -3.2842 -4.1292 -2.1711 -0.1 0.1 0.0 0.085
H -3.9996 -6.4578 -2.5488 -0.5 -0.4 -0.3 0.075
H -3.0045 -7.2929 -1.4654 0.5 -0.2 -0.1 0.071
H -2.9713 -7.7656 -3.2307 0.1 0.1 0.1 0.083
H -0.7578 -7.7426 -1.3765 0.1 -0.2 0.3 0.092
C 0.9411 -4.4882 2.1278 -0.9 1.4 -0.2 -0.023
C -0.1181 -5.3309 2.9398 1.7 -0.8 -1.2 -0.389
C -1.4390 -5.3279 2.1370 0.5 -0.7 -1.0 -0.021
C 0.5977 -6.7377 2.8773 0.1 -1.0 1.9 -0.140
C -0.0545 -7.7549 3.7776 -0.8 0.0 0.7 -0.195
C -0.1014 -7.1789 5.2195 0.5 0.0 -1.1 -0.121
C -0.8268 -5.8157 5.3232 -0.5 -1.8 0.1 -0.525
C -2.2607 -6.1929 5.0958 -2.5 0.5 0.4 -0.048
C -0.5793 -5.3052 6.7421 -0.8 0.5 -0.4 -0.009
N -0.3444 -4.8665 4.3459 3.9 -1.7 -1.4 -0.119
O -0.8758 -3.6051 4.3695 -0.9 0.1 0.3 0.000
H 0.4196 -3.5636 1.8805 0.2 0.4 -0.2 0.051
H 1.9301 -4.1947 2.4796 -0.3 -0.2 1.4 0.068
H 1.2673 -4.9114 1.1778 -0.9 -0.7 -0.2 0.070
H -2.1215 -6.1207 2.4435 -0.2 0.5 0.4 0.067
H -1.9013 -4.3533 1.9806 -0.2 0.1 0.8 0.068
H -1.2682 -5.6053 1.0968 0.6 -0.2 -0.2 0.066
H 0.7786 -7.2327 1.9232 -0.4 0.9 -0.6 0.122
H 1.5722 -6.7448 3.3656 0.5 1.2 -0.4 0.114
H -1.0160 -7.9994 3.3261 -0.6 0.1 0.6 0.097
H 0.4088 -8.7403 3.8273 0.6 0.1 -0.2 0.110
H 0.8818 -6.9642 5.6382 0.6 -0.4 -0.6 0.108
H -0.4943 -7.9669 5.8619 -0.6 0.5 0.3 0.123
H -2.9351 -5.3534 4.9272 0.0 0.7 0.4 0.066
H -2.6403 -6.6978 5.9841 -0.1 -0.1 0.0 0.092
H -2.5858 -6.7793 4.2365 1.0 -0.5 0.0 0.071
H -1.2599 -5.7780 7.4501 0.1 -0.1 0.0 0.084
H -0.8360 -4.2460 6.7219 0.4 0.1 0.4 0.084
H 0.4448 -5.5050 7.0574 0.0 0.4 -0.1 0.085
H -1.7928 -3.7921 4.1558 -0.9 0.8 -0.3 0.063
```
Positions in Å, forces in eV/Å.